{"formula": "C52H132F2HgN9O24S2", "method": "ωB97M-V with the def2-TZVPD basis set", "elements": ["Hg", "N", "S", "O", "O", "F", "S", "O", "O", "F", "C", "C", "O", "O", "H", "H", "H", "H", "H", "H", "C", "C", "O", "O", "H", "H", "H", "H", "H", "H", "C", "O", "C", "C", "N", "C", "C", "O", "C", "H", "H", "H", "H", "H", "H", "H", "H", "H", "H", "H", "H", "H", "H", "H", "C", "O", "C", "C", "N", "C", "C", "O", "C", "H", "H", "H", "H", "H", "H", "H", "H", "H", "H", "H", "H", "H", "H", "H", "C", "O", "C", "C", "N", "C", "C", "O", "C", "H", "H", "H", "H", "H", "H", "H", "H", "H", "H", "H", "H", "H", "H", "H", "C", "O", "C", "C", "N", "C", "C", "O", "C", "H", "H", "H", "H", "H", "H", "H", "H", "H", "H", "H", "H", "H", "H", "H", "C", "O", "C", "C", "N", "C", "C", "O", "C", "H", "H", "H", "H", "H", "H", "H", "H", "H", "H", "H", "H", "H", "H", "H", "C", "O", "C", "C", "N", "C", "C", "O", "C", "H", "H", "H", "H", "H", "H", "H", "H", "H", "H", "H", "H", "H", "H", "H", "C", "O", "C", "C", "N", "C", "C", "O", "C", "H", "H", "H", "H", "H", "H", "H", "H", "H", "H", "H", "H", "H", "H", "H", "C", "O", "C", "C", "N", "C", "C", "O", "C", "H", "H", "H", "H", "H", "H", "H", "H", "H", "H", "H", "H", "H", "H", "H"], "coordinates": [[-2.93975, 2.78792, 0.72844], [-1.62503, 1.14196, 0.18301], [-1.39954, -0.34413, 0.27853], [-0.28522, -0.71735, 1.16164], [-1.80960, -1.08507, -0.86615], [-2.63380, -0.56212, 1.28659], [-0.27132, 1.33730, -0.87034], [-0.42395, 1.00406, -2.32502], [1.03935, 1.39135, -0.30477], [-0.45998, 2.91823, -0.97759], [-5.47516, -2.22959, 1.65923], [-4.83732, -3.10883, 0.56483], [-5.74835, -3.21329, -0.50746], [-5.80032, -0.92449, 1.18393], [-4.76331, -2.11170, 2.47622], [-6.37923, -2.77263, 1.93467], [-4.57512, -4.10481, 0.92172], [-3.98469, -2.52565, 0.21693], [-6.46584, -3.71335, -0.11153], [-6.66790, -0.97395, 0.77595], [-1.10651, 2.42078, 4.76493], [-1.22686, 2.05155, 3.25892], [-2.63583, 2.12917, 2.87650], [-2.07403, 1.65588, 5.54982], [-1.51187, 3.41042, 4.97564], [-0.12182, 2.23131, 5.19225], [-0.74212, 1.09615, 3.05807], [-0.66344, 2.87735, 2.82453], [-2.98838, 1.58042, 3.58089], [-1.83340, 1.59534, 6.47720], [-0.63591, 2.90762, -13.18827], [-0.48057, 1.91049, -12.21564], [0.82990, 1.36614, -12.10156], [0.91752, 0.33283, -10.98946], [0.62858, 0.88391, -9.70488], [0.30410, -0.15414, -8.72236], [0.24444, 0.37178, -7.32069], [-1.07655, 0.88881, -7.04980], [-1.21299, 1.17702, -5.62169], [-1.68211, 3.18030, -13.32690], [-0.26854, 2.49332, -14.12715], [-0.03108, 3.79410, -12.99739], [1.62085, 2.11578, -12.07873], [0.95430, 0.78657, -13.01628], [1.91835, -0.08636, -11.09302], [0.27665, -0.53869, -11.12304], [-0.17269, 1.47358, -9.87911], [0.96122, -1.02209, -8.77689], [-0.66321, -0.45678, -9.12339], [1.00487, 1.08628, -7.00553], [0.43801, -0.42597, -6.60361], [-1.96164, 1.90281, -5.30411], [-0.28889, 1.54478, -5.17572], [-1.30612, 0.24575, -5.06297], [-4.30212, 3.31370, -6.30931], [-4.65277, 4.23924, -5.30012], [-5.16102, 5.44112, -5.90380], [-4.15782, 6.35725, -6.64927], [-3.15705, 6.64611, -5.65450], [-1.80630, 7.09524, -6.20050], [-0.75484, 6.87939, -5.06153], [-0.83092, 5.47557, -4.72660], [0.18725, 5.10254, -3.82588], [-4.10300, 2.38197, -5.77984], [-3.47195, 3.62433, -6.94368], [-5.17466, 2.98704, -6.87506], [-5.65080, 6.01273, -5.11546], [-6.00786, 5.25500, -6.56435], [-4.60749, 7.24642, -7.09117], [-3.75268, 5.74975, -7.45853], [-3.01770, 5.78101, -5.15222], [-1.74302, 8.13178, -6.53171], [-1.62237, 6.50238, -7.09649], [-1.14070, 7.39277, -4.18082], [0.20017, 7.27896, -5.40270], [1.14818, 5.23262, -4.32366], [0.12597, 4.02965, -3.64355], [0.14788, 5.67229, -2.89747], [8.36440, 1.41103, 4.74355], [8.51901, 1.61616, 3.38277], [7.28433, 1.99946, 2.79552], [7.51235, 2.34181, 1.29233], [6.38881, 3.10133, 0.73661], [5.14543, 2.39264, 0.72189], [3.91632, 3.38823, 0.45102], [3.76958, 3.71545, -0.90700], [2.56858, 4.44371, -1.01448], [7.65166, 0.60296, 4.90829], [7.92884, 2.20411, 5.35133], [9.28761, 1.12177, 5.24568], [6.86295, 2.93005, 3.17570], [6.57498, 1.18051, 2.91489], [7.87875, 1.55825, 0.62909], [8.38419, 2.98516, 1.17357], [6.33193, 3.89739, 1.35560], [5.01909, 2.06707, 1.75443], [5.04916, 1.55697, 0.02872], [3.86755, 4.31585, 1.02132], [3.05845, 2.85079, 0.85515], [2.54966, 5.42657, -0.54359], [1.72376, 3.86744, -0.63727], [2.46864, 4.64015, -2.08197], [2.13097, -9.30233, 1.92108], [2.57426, -8.89111, 0.58524], [2.19693, -9.75472, -0.47958], [0.72650, -9.44980, -1.01064], [0.57428, -8.07371, -1.48427], [-0.71343, -7.82137, -2.16667], [-0.99012, -6.29645, -2.21324], [-1.38870, -5.90032, -0.88117], [-1.88419, -4.59873, -0.77105], [2.33989, -10.36003, 2.08152], [1.04746, -9.41523, 1.95824], [2.37337, -8.65632, 2.76489], [2.39978, -10.79668, -0.23205], [2.93410, -9.37106, -1.18491], [0.00756, -9.58503, -0.20259], [0.45989, -10.18494, -1.76998], [0.65350, -7.53342, -0.63462], [-1.43762, -8.25672, -1.47811], [-0.66303, -8.29233, -3.14838], [-1.81729, -6.14113, -2.90590], [-0.17800, -5.66160, -2.56753], [-1.63344, -3.93763, -1.60061], [-1.46453, -4.04743, 0.07042], [-2.96156, -4.69083, -0.63357], [0.64689, 5.71052, 6.86316], [1.80904, 5.03702, 6.46021], [2.14708, 4.06223, 7.47559], [3.53949, 3.42106, 7.13731], [3.22621, 2.27373, 6.25273], [4.42028, 1.62618, 5.64454], [3.88712, 0.63203, 4.56939], [3.24652, 1.44808, 3.56087], [2.57205, 0.62314, 2.57229], [0.27208, 6.33099, 6.04914], [0.95761, 6.39317, 7.65407], [-0.14155, 5.03735, 7.19976], [1.37393, 3.33196, 7.71444], [2.31044, 4.49728, 8.46156], [4.01634, 3.03730, 8.03922], [4.15476, 4.17895, 6.65239], [2.68173, 2.66153, 5.49560], [4.98331, 1.08377, 6.40407], [5.05010, 2.35593, 5.13573], [3.18730, -0.07586, 5.01351], [4.77774, 0.15389, 4.16163], [1.79404, 1.14775, 2.01769], [2.03642, -0.17841, 3.08092], [3.10593, -0.05121, 1.90271], [5.19738, -5.03452, 2.32713], [3.90358, -4.67100, 2.00990], [3.04882, -5.80494, 1.78339], [1.68162, -5.41554, 1.18603], [1.68140, -4.65676, -0.07804], [1.80686, -3.19741, 0.09750], [1.71368, -2.58627, -1.30730], [0.55934, -2.97603, -1.99108], [0.48626, -2.33676, -3.25560], [5.72166, -4.19422, 2.78225], [5.78485, -5.34388, 1.46268], [5.17917, -5.89053, 3.00169], [2.89969, -6.40744, 2.67941], [3.61506, -6.50244, 1.16617], [1.02461, -4.99711, 1.94849], [1.06313, -6.26059, 0.88359], [0.91228, -4.86741, -0.69786], [2.79090, -3.07280, 0.54943], [0.99861, -2.85470, 0.74355], [2.60189, -2.73743, -1.92076], [1.67024, -1.50088, -1.21708], [1.08337, -2.94489, -3.93511], [0.79071, -1.29217, -3.32082], [-0.50585, -2.43262, -3.69675], [-5.21464, 3.56922, 3.36709], [-4.91100, 3.17180, 2.02515], [-6.04662, 2.45416, 1.53760], [-5.87398, 2.09453, 0.03846], [-4.64801, 1.38109, -0.11429], [-4.33816, 1.11707, -1.53569], [-3.97780, 2.33984, -2.33360], [-3.20142, 3.27764, -1.61389], [-2.95638, 4.48937, -2.38569], [-5.63264, 2.71354, 3.89736], [-5.97998, 4.34409, 3.41094], [-4.31014, 3.87893, 3.89060], [-6.86493, 3.17382, 1.51431], [-6.30134, 1.60106, 2.16645], [-5.91577, 2.97107, -0.60809], [-6.65283, 1.37640, -0.21805], [-4.78629, 0.53539, 0.42029], [-5.08121, 0.49577, -2.03565], [-3.38480, 0.59282, -1.60167], [-4.90749, 2.87669, -2.52219], [-3.63637, 2.13674, -3.34862], [-2.88963, 4.39616, -3.46965], [-2.09983, 5.04002, -1.99685], [-3.80131, 5.17324, -2.30488], [0.58780, -5.41207, 9.27959], [0.62747, -4.12413, 8.67112], [-0.36242, -3.22486, 9.13987], [-0.50201, -2.06108, 8.16690], [-1.11836, -2.50916, 6.90343], [-0.86573, -1.56856, 5.76868], [0.32410, -1.96947, 4.83298], [0.14642, -3.20779, 4.19508], [-1.14148, -3.43967, 3.52834], [0.51574, -5.42593, 10.36712], [1.38947, -6.11955, 9.06771], [-0.32346, -5.86742, 8.89182], [0.02868, -2.77515, 10.05250], [-1.37042, -3.57274, 9.36575], [0.49021, -1.63841, 8.00896], [-1.03939, -1.23758, 8.63720], [-0.51741, -3.31521, 6.80731], [-0.64681, -0.57682, 6.16445], [-1.73904, -1.55910, 5.11648], [1.31750, -2.10201, 5.26157], [0.47404, -1.30457, 3.98237], [-1.15980, -4.13588, 2.68986], [-1.47056, -2.53791, 3.01197], [-1.99159, -3.72081, 4.14992]], "forces_ev_per_a": [[-1.2, -0.1, -0.5], [3.6, 2.8, -3.1], [-1.1, -7.2, 5.4], [-1.6, 0.6, -2.4], [0.9, 0.0, 0.1], [-0.4, -0.1, 0.1], [1.9, 4.8, -5.6], [-0.3, -0.3, 4.5], [-0.8, -1.8, 0.5], [-1.2, 0.7, 0.3], [0.5, -1.1, -0.5], [-0.1, 1.6, 0.2], [-0.2, -0.1, 0.0], [0.0, 0.1, 0.1], [-0.3, 0.0, 0.2], [-0.2, 0.3, 0.7], [0.3, 0.2, 0.3], [0.3, -0.5, -0.2], [-0.5, -0.3, -0.5], [0.0, -0.1, -0.2], [-1.6, -0.7, 1.1], [0.7, 1.2, 2.0], [2.3, -0.2, 0.8], [-0.1, -0.7, -1.1], [1.0, 0.6, -0.7], [0.2, 0.3, -0.5], [-0.4, -0.1, -0.3], [-0.1, -0.2, -0.7], [-1.2, -0.3, 0.1], [0.2, 0.1, -0.1], [0.7, -0.4, -0.7], [-0.3, 0.2, 1.4], [-0.9, -1.0, -1.1], [0.3, 0.0, -0.4], [1.4, 0.8, 0.4], [-0.5, 0.9, -1.1], [-1.0, -0.4, 1.3], [0.0, 0.9, 1.5], [1.2, -0.8, -0.4], [0.1, -0.2, 0.4], [-0.1, 0.1, -0.5], [0.0, 0.2, 0.3], [-0.1, 0.3, 0.4], [0.5, 0.0, -0.4], [0.4, 0.1, 0.4], [-0.5, -0.1, -0.8], [-0.3, 0.1, 0.5], [0.3, 0.3, -0.2], [-0.5, -0.9, 1.1], [0.1, 0.5, -0.8], [-0.2, -0.6, 0.0], [-0.3, -0.2, -0.9], [0.4, 0.5, -0.4], [-0.6, -0.3, -0.1], [-0.5, -1.3, 0.7], [0.0, 1.2, -1.0], [-1.3, 1.2, -0.1], [0.1, -1.6, 1.0], [1.6, 1.6, -0.4], [-0.7, -1.1, 1.4], [-2.3, -0.7, -1.1], [0.5, 0.6, -0.3], [0.3, -0.4, -0.7], [0.8, 0.0, 0.0], [0.0, -0.1, 0.1], [-0.2, 0.6, -0.6], [0.4, 0.0, 0.4], [0.1, -0.7, -0.3], [-0.3, -0.1, 0.3], [0.2, 0.1, -0.5], [0.4, 0.0, 0.0], [-0.6, 0.2, 0.3], [0.6, -0.3, 0.0], [0.3, 0.5, 0.0], [0.4, -0.5, 0.3], [0.3, 0.3, 0.2], [-0.3, 0.0, 0.2], [0.0, 0.1, 0.2], [-0.4, -1.0, 1.3], [-0.2, 1.0, -0.3], [1.0, -0.4, -1.8], [0.5, 0.4, -0.1], [1.6, -0.2, -0.9], [-2.0, 2.2, 1.0], [1.3, -1.7, 0.5], [-0.4, 0.1, 0.6], [0.1, 0.0, -1.4], [-0.1, -0.5, 0.0], [0.1, 0.9, -0.4], [0.2, 0.1, -0.5], [0.0, 0.0, 0.8], [-0.2, 0.0, 0.1], [-0.9, -0.8, 0.2], [0.1, 0.4, 0.7], [-0.5, 0.3, -0.2], [-0.9, -0.7, 0.0], [0.4, 0.1, -0.1], [0.9, 0.2, 0.4], [-0.5, -0.3, -0.4], [0.5, 0.1, 0.5], [-0.1, -0.1, -0.1], [-0.4, -0.1, 0.0], [-1.3, -1.0, -1.6], [-0.5, 0.1, 2.6], [-0.7, 1.7, -0.4], [1.0, -0.3, 0.5], [0.9, -0.4, -0.5], [1.4, 1.0, 1.6], [-0.8, -0.8, 0.3], [1.1, -0.6, -0.5], [-0.4, 0.5, -0.1], [1.1, 0.0, 0.3], [-0.5, 0.7, -0.3], [0.7, 0.1, -0.6], [-0.3, -0.2, 0.0], [-0.3, -0.7, -0.8], [-0.1, -0.5, 0.4], [0.1, 0.1, -0.3], [-0.1, 0.5, -0.2], [-1.0, -0.1, -0.6], [-0.3, 0.1, 0.0], [-0.3, 0.1, 0.0], [0.4, -0.3, 0.1], [-0.2, -0.3, -0.4], [0.2, -0.4, 0.4], [-0.2, 0.4, -0.2], [0.3, 0.9, 0.0], [-0.1, -1.7, 0.7], [2.2, 0.5, 0.3], [-2.3, -0.9, -0.6], [1.2, 0.1, 0.2], [-2.0, -0.3, -0.5], [0.9, 1.7, 0.3], [-0.2, -1.4, -0.9], [-0.9, -0.8, 1.2], [0.1, -0.2, -0.2], [-0.5, 0.1, 0.4], [-0.1, -0.1, 0.1], [-0.2, -0.3, -0.9], [-0.2, 1.0, 0.0], [0.0, 0.2, 0.0], [0.2, 0.1, 0.1], [0.0, -0.1, -0.3], [0.0, 0.1, 0.0], [0.3, 0.1, 0.0], [0.0, -0.1, -0.1], [-0.2, -0.5, -0.3], [0.5, 0.5, 0.1], [-0.5, 0.1, 0.6], [1.2, 0.9, -0.3], [0.7, -0.5, 0.2], [-1.7, 0.3, -0.1], [0.3, 0.0, -0.9], [-0.6, -0.1, -1.2], [1.1, 0.5, 0.8], [-0.2, -1.7, -1.4], [0.6, 1.3, 0.9], [-0.8, 0.3, -0.2], [-0.1, -1.3, -0.8], [-0.2, 0.0, 0.1], [0.0, -0.1, -0.4], [0.2, 0.0, 0.4], [-0.2, 0.4, 0.7], [-0.3, 0.0, -0.7], [0.2, 0.8, 0.4], [0.7, -0.9, 0.5], [-0.1, -0.2, 0.4], [-0.1, 0.6, 0.0], [0.0, 0.5, 0.2], [0.2, -0.6, 0.0], [0.0, 0.5, 0.3], [0.5, 0.3, -0.3], [0.1, 0.1, 0.5], [-0.4, 0.1, 0.6], [0.2, -0.1, 0.6], [-0.7, -0.1, 0.2], [-0.6, 1.1, -1.9], [-0.7, -0.2, 1.4], [1.1, 0.8, -1.2], [2.1, -0.8, 0.2], [-2.9, 1.5, -0.4], [1.3, 0.4, -0.4], [-0.5, 1.0, 0.2], [0.1, -0.2, 0.1], [0.1, 0.2, -0.3], [0.0, 0.1, -0.3], [-0.4, -0.2, 0.5], [0.3, -0.1, 0.0], [-0.1, 0.0, 0.1], [-0.7, 0.5, -0.1], [0.5, -0.8, 0.0], [-0.2, 0.2, -0.1], [-0.3, -0.8, 0.6], [-0.4, 0.2, -0.3], [0.8, -0.3, 0.3], [0.5, -1.0, 0.1], [0.2, -0.6, 0.1], [-0.4, -0.1, 0.4], [-1.4, -0.4, -0.1], [0.2, -0.5, -0.1], [0.5, 1.4, 0.4], [0.1, 0.3, -0.1], [0.9, 0.6, 0.3], [1.3, -1.0, 0.0], [-0.5, -0.2, -0.5], [-2.0, -2.4, -0.9], [0.3, 1.3, -0.1], [0.0, 0.6, 0.2], [0.5, 0.8, -0.7], [-0.2, -0.4, 0.2], [-0.1, 0.0, 0.4], [0.1, -1.0, -0.2], [0.5, -0.1, -0.2], [-0.5, -0.2, 0.1], [-0.3, -0.7, -1.1], [-0.3, 0.1, -0.1], [-0.1, 0.3, 0.2], [-0.2, 0.3, 0.7], [-0.4, 1.1, 0.3], [1.1, -0.5, 0.4], [0.1, 0.6, 0.1], [0.4, -0.1, 0.7]], "lowdin_charge": [1.357, -0.363, 0.397, -0.254, -0.219, -0.191, 0.613, -0.253, -0.226, -0.225, -0.201, -0.250, -0.049, -0.083, 0.120, 0.123, 0.125, 0.098, 0.087, 0.097, -0.162, -0.166, -0.170, -0.098, 0.117, 0.126, 0.110, 0.126, 0.096, 0.087, -0.118, -0.200, -0.210, -0.244, -0.069, -0.191, -0.215, -0.182, -0.092, 0.089, 0.083, 0.086, 0.127, 0.118, 0.120, 0.114, 0.106, 0.125, 0.124, 0.123, 0.107, 0.055, 0.069, 0.076, -0.101, -0.212, -0.208, -0.215, -0.059, -0.145, -0.179, -0.227, -0.129, 0.070, 0.099, 0.095, 0.118, 0.116, 0.125, 0.100, 0.058, 0.111, 0.108, 0.118, 0.123, 0.092, 0.082, 0.084, -0.146, -0.157, -0.212, -0.188, -0.084, -0.171, -0.207, -0.150, -0.125, 0.077, 0.082, 0.092, 0.122, 0.105, 0.119, 0.115, 0.102, 0.077, 0.132, 0.119, 0.082, 0.091, 0.056, 0.082, -0.078, -0.224, -0.183, -0.193, -0.070, -0.172, -0.178, -0.199, -0.121, 0.078, 0.069, 0.076, 0.113, 0.121, 0.100, 0.113, 0.070, 0.111, 0.120, 0.116, 0.115, 0.077, 0.077, 0.073, -0.136, -0.187, -0.213, -0.174, -0.074, -0.184, -0.188, -0.201, -0.094, 0.086, 0.091, 0.078, 0.110, 0.110, 0.115, 0.117, 0.081, 0.119, 0.102, 0.112, 0.108, 0.054, 0.052, 0.099, -0.139, -0.193, -0.184, -0.166, -0.036, -0.160, -0.221, -0.216, -0.102, 0.087, 0.089, 0.085, 0.104, 0.111, 0.098, 0.096, 0.066, 0.113, 0.093, 0.129, 0.102, 0.091, 0.079, 0.086, -0.065, -0.292, -0.173, -0.176, -0.114, -0.145, -0.206, -0.273, -0.032, 0.101, 0.104, 0.094, 0.133, 0.129, 0.131, 0.133, 0.079, 0.150, 0.092, 0.118, 0.131, 0.076, 0.090, 0.101, -0.098, -0.184, -0.234, -0.231, -0.034, -0.170, -0.207, -0.187, -0.079, 0.084, 0.086, 0.086, 0.120, 0.127, 0.115, 0.112, 0.087, 0.092, 0.090, 0.126, 0.086, 0.070, 0.057, 0.084], "orbital_gap_ev": 4.4, "lumo_energy_ev": -4.94, "total_charge": 1, "total_energy_ha": -5507.6026}